(1)
{"formula": "C24H67BrO9P3S", "method": "wB97M-V/def2-TZVPD", "symbols": ["O", "C", "C", "C", "P", "P", "S", "P", "O", "Br", "H", "H", "H", "H", "H", "H", "H", "H", "H", "H", "H", "C", "C", "C", "O", "H", "H", "H", "H", "H", "H", "H", "H", "C", "C", "C", "O", "H", "H", "H", "H", "H", "H", "H", "H", "C", "C", "C", "O", "H", "H", "H", "H", "H", "H", "H", "H", "C", "C", "C", "O", "H", "H", "H", "H", "H", "H", "H", "H", "C", "C", "C", "O", "H", "H", "H", "H", "H", "H", "H", "H", "C", "C", "C", "O", "H", "H", "H", "H", "H", "H", "H", "H", "C", "C", "C", "O", "H", "H", "H", "H", "H", "H", "H", "H"], "positions_angstrom": [[-4.666476, 1.863515, -0.375193], [-4.693591, 0.674344, 0.408276], [-3.270485, 0.018523, 0.534436], [-2.538244, 0.300412, -0.809495], [-1.002854, -0.756578, -1.040103], [0.530904, 0.165867, 0.257770], [0.172944, -0.143384, 2.145963], [-0.446620, -0.483159, -3.163011], [0.561246, -1.734783, -3.616261], [0.812612, 1.408587, -3.067029], [-4.829634, 1.655985, -1.292006], [-5.403348, -0.042597, -0.035963], [-5.100472, 0.936982, 1.394899], [-2.699233, 0.436652, 1.372914], [-3.445709, -1.060351, 0.675451], [-3.197669, 0.014787, -1.653755], [-2.250034, 1.350177, -0.971874], [-1.191401, -2.110751, -0.667014], [0.445118, 1.562646, -0.040337], [1.847226, -0.298481, -0.036515], [0.240786, -2.024839, -4.476131], [-1.382515, 4.939109, 3.094596], [-0.749027, 4.001348, 4.110577], [0.706862, 3.719013, 3.773913], [-1.478596, 2.774223, 4.146792], [-1.365152, 4.494542, 2.092724], [-2.427413, 5.124273, 3.340335], [-0.856896, 5.895716, 3.059419], [-0.816038, 4.440919, 5.107022], [0.789769, 3.234051, 2.795297], [1.146230, 3.037305, 4.504587], [1.294955, 4.638200, 3.757017], [-1.428002, 2.376736, 3.272309], [-2.883367, 2.599714, -4.967624], [-2.092176, 3.057430, -6.184713], [-1.645121, 1.875519, -7.031102], [-0.953903, 3.804807, -5.763260], [-2.266945, 1.960090, -4.324964], [-3.190362, 3.457205, -4.366021], [-3.775105, 2.041811, -5.261762], [-2.705161, 3.728308, -6.787718], [-0.989708, 1.213095, -6.454938], [-1.073225, 2.217678, -7.894172], [-2.499590, 1.296256, -7.386440], [-0.406048, 3.223492, -5.230964], [-6.344678, 4.404444, 2.726745], [-5.459887, 5.173443, 3.696433], [-6.251477, 6.234798, 4.444100], [-4.385274, 5.786690, 2.982403], [-6.769001, 5.075249, 1.974246], [-5.761990, 3.651819, 2.190865], [-7.163812, 3.906130, 3.248894], [-5.009877, 4.480833, 4.410447], [-6.672917, 6.965624, 3.747874], [-5.603637, 6.783409, 5.129247], [-7.067403, 5.790156, 5.016496], [-4.764147, 6.401563, 2.347024], [4.510607, -2.134861, 1.339184], [4.765749, -0.722561, 1.839301], [4.892629, -0.686292, 3.352680], [3.694496, 0.136514, 1.428447], [3.573772, -2.530319, 1.746572], [4.413501, -2.145279, 0.250421], [5.323465, -2.805001, 1.622654], [5.677917, -0.333065, 1.385595], [3.969051, -1.031369, 3.827383], [5.067328, 0.333815, 3.698116], [5.715336, -1.316110, 3.693345], [2.881665, -0.198527, 1.826644], [-8.921971, -2.756093, 1.308602], [-7.997010, -1.987447, 2.238790], [-8.754262, -0.925223, 3.019498], [-6.951371, -1.371848, 1.478488], [-9.378239, -2.084926, 0.575004], [-8.364049, -3.509146, 0.749325], [-9.717375, -3.253758, 1.864880], [-7.517505, -2.679668, 2.932542], [-9.204873, -0.194156, 2.341744], [-8.077152, -0.376772, 3.676650], [-9.544747, -1.369076, 3.626064], [-7.362783, -0.758529, 0.862209], [9.303704, -4.512569, -0.154406], [8.318404, -3.366887, -0.001418], [8.640613, -2.228808, -0.956616], [8.347423, -2.884058, 1.344884], [10.322136, -4.183833, 0.075731], [9.065569, -5.318467, 0.542961], [9.287751, -4.910800, -1.166196], [7.306149, -3.726919, -0.190016], [9.636116, -1.823082, -0.754287], [7.930315, -1.408813, -0.829775], [8.605818, -2.563944, -1.994904], [9.236159, -2.563382, 1.522268], [5.668834, -5.941238, -4.005274], [7.073612, -5.411712, -3.760625], [8.114151, -6.245805, -4.491396], [7.352072, -5.414485, -2.359632], [5.572151, -6.966342, -3.636765], [4.933649, -5.338112, -3.468782], [5.421170, -5.929896, -5.068341], [7.136819, -4.373724, -4.093148], [8.097663, -7.280893, -4.138657], [9.116820, -5.859734, -4.301136], [7.938351, -6.243392, -5.568485], [7.300708, -6.324038, -2.049618]], "atomic_forces_ev_per_a": [[0.24, 0.15, 0.60], [-0.03, -0.14, -0.08], [-0.62, 0.51, -0.46], [0.11, -1.13, -0.25], [0.24, 0.98, 0.42], [0.68, 0.41, 2.31], [-0.21, -0.13, -0.33], [0.10, -0.30, -2.21], [-0.68, 1.41, 1.49], [-0.32, -1.04, 0.33], [-0.22, -0.06, -0.30], [0.40, 0.07, 0.13], [0.33, -0.11, -0.27], [-0.20, -0.23, -0.22], [0.35, 0.34, 0.10], [0.36, 0.07, 0.25], [0.02, -0.33, 0.23], [0.05, 0.35, -0.09], [0.01, -0.71, -0.56], [-0.48, 0.22, -0.82], [0.03, -0.20, -0.35], [-0.13, 0.07, 0.26], [0.21, -0.02, -0.78], [0.14, -0.08, 0.26], [-0.17, -0.07, 0.42], [0.14, -0.02, 0.01], [0.20, 0.03, -0.03], [0.00, -0.02, -0.05], [-0.11, -0.16, 0.03], [-0.06, 0.09, -0.05], [-0.01, 0.05, 0.01], [0.00, -0.03, -0.03], [0.08, 0.01, -0.05], [-0.23, 0.16, 0.10], [0.30, -0.49, 0.30], [-0.03, 0.04, -0.23], [-0.23, 0.33, -0.19], [0.04, -0.08, -0.11], [-0.02, 0.00, -0.07], [0.03, -0.01, 0.02], [0.12, 0.10, 0.05], [-0.07, -0.01, 0.09], [-0.06, 0.02, 0.01], [0.04, -0.02, 0.01], [0.11, -0.09, 0.06], [0.09, -0.24, -0.04], [-0.46, 0.34, -0.30], [0.10, 0.05, 0.20], [0.02, -0.17, 0.14], [-0.05, 0.06, 0.09], [0.01, 0.00, 0.05], [-0.01, 0.03, -0.03], [0.17, 0.06, -0.09], [-0.06, -0.10, -0.05], [-0.01, -0.07, 0.02], [0.00, 0.03, -0.02], [-0.05, 0.07, -0.02], [0.02, -0.05, -0.25], [-0.21, -0.47, 0.38], [0.07, 0.20, 0.09], [-0.16, 0.21, -0.51], [0.05, 0.04, 0.15], [0.11, 0.01, 0.01], [-0.02, 0.01, -0.02], [-0.13, 0.12, -0.08], [0.02, -0.10, -0.06], [0.05, -0.03, -0.04], [-0.03, 0.00, -0.02], [0.12, 0.00, 0.41], [0.12, -0.19, -0.08], [-0.56, 0.26, -0.23], [0.15, 0.08, 0.17], [0.43, -0.15, 0.10], [-0.06, 0.06, 0.11], [-0.01, -0.02, 0.07], [0.00, 0.03, -0.03], [0.18, 0.07, -0.09], [-0.07, -0.10, -0.05], [-0.01, -0.07, 0.03], [0.00, 0.03, -0.03], [-0.18, 0.03, 0.02], [0.07, -0.20, 0.10], [0.63, 0.12, -0.06], [-0.20, 0.12, -0.08], [-0.51, -0.03, 0.07], [-0.04, 0.11, -0.03], [-0.05, 0.02, -0.03], [0.02, 0.04, 0.02], [-0.01, 0.03, 0.15], [0.04, -0.11, -0.03], [-0.03, -0.05, -0.02], [0.03, 0.00, 0.02], [0.09, 0.00, 0.02], [-0.17, 0.17, 0.01], [-0.07, -0.67, 0.00], [0.18, 0.12, -0.05], [-0.11, 0.40, -0.12], [0.09, -0.02, -0.08], [0.04, 0.04, -0.04], [0.00, -0.04, 0.02], [0.04, 0.03, 0.19], [-0.12, 0.00, -0.04], [-0.04, 0.04, -0.04], [0.01, -0.03, 0.02], [0.01, -0.08, 0.01]], "spin_multiplicity": 1, "total_charge": 1}

---

(2)
{"formula": "C24H67F2N7O14S2", "method": "wB97M-V/def2-TZVPD", "symbols": ["N", "S", "O", "O", "F", "S", "O", "O", "F", "N", "O", "O", "O", "C", "C", "C", "O", "C", "N", "H", "H", "H", "H", "H", "H", "H", "H", "H", "H", "H", "C", "C", "C", "O", "C", "N", "H", "H", "H", "H", "H", "H", "H", "H", "H", "H", "H", "C", "C", "C", "O", "C", "N", "H", "H", "H", "H", "H", "H", "H", "H", "H", "H", "H", "C", "C", "C", "O", "C", "N", "H", "H", "H", "H", "H", "H", "H", "H", "H", "H", "H", "C", "C", "C", "O", "C", "N", "H", "H", "H", "H", "H", "H", "H", "H", "H", "H", "H", "C", "C", "O", "H", "H", "H", "H", "H", "H", "C", "C", "O", "H", "H", "H", "H", "H", "H"], "positions_angstrom": [[-5.731641, 4.295134, 0.283615], [-5.041201, 5.345928, -0.523727], [-4.595000, 6.530458, 0.238044], [-5.384410, 5.427335, -1.947303], [-3.588293, 4.609388, -0.726441], [-7.135683, 5.293683, 0.440789], [-8.019659, 5.380814, -0.711209], [-7.137580, 6.428416, 1.380926], [-7.878194, 4.094388, 1.298992], [1.545159, -0.235941, -0.892338], [1.387481, -0.941336, -1.905539], [0.603922, -0.013036, -0.143741], [2.604261, 0.290790, -0.638304], [6.317244, 5.766986, 1.889439], [6.284043, 6.368048, 0.437036], [6.897635, 7.771828, 0.311031], [6.432039, 8.340749, -0.897185], [7.184613, 9.501300, -1.249936], [6.826976, 5.440020, -0.488401], [5.636350, 4.920867, 1.981959], [6.030422, 6.463102, 2.677640], [7.348427, 5.434575, 2.008856], [5.263202, 6.504885, 0.080310], [7.981529, 7.658097, 0.292416], [6.679158, 8.444086, 1.140755], [6.685482, 9.914249, -2.126554], [8.219112, 9.236802, -1.468931], [7.079068, 10.295667, -0.511059], [6.259548, 4.609358, -0.398310], [6.719397, 5.888891, -1.386749], [0.412580, -6.115257, 4.208974], [-0.380181, -4.823331, 4.497140], [0.681390, -3.670595, 4.648337], [0.131824, -2.403812, 5.043253], [1.038445, -1.500175, 5.667597], [-1.252865, -4.554062, 3.333524], [1.259191, -5.960978, 3.539982], [-0.139202, -7.012348, 3.928160], [0.919984, -6.298359, 5.156138], [-0.931534, -5.029377, 5.414559], [1.155282, -3.470162, 3.687423], [1.410950, -4.022931, 5.377520], [1.678366, -1.008798, 4.934687], [1.594414, -2.101553, 6.386865], [0.547238, -0.761070, 6.300477], [-2.035839, -5.173281, 3.179860], [-0.642382, -4.732312, 2.548902], [-4.881348, 5.764397, 7.054783], [-4.209766, 4.743028, 6.166083], [-2.751572, 5.159826, 5.881827], [-2.281209, 4.280860, 4.879744], [-0.995770, 4.711827, 4.509093], [-4.224055, 3.422692, 6.764370], [-5.959922, 5.669574, 7.180412], [-4.692477, 6.730425, 6.586582], [-4.429319, 5.740161, 8.046329], [-4.746944, 4.865279, 5.225551], [-2.140645, 5.129577, 6.784013], [-2.744777, 6.205886, 5.575529], [-0.318142, 4.611911, 5.356992], [-0.896223, 5.688551, 4.035616], [-0.631910, 4.031579, 3.739035], [-3.781496, 3.585800, 7.657475], [-5.190858, 3.219943, 6.974842], [-5.168228, -1.247352, -4.660903], [-5.524113, -0.833174, -3.180805], [-7.101166, -0.973688, -2.933055], [-7.472462, -0.679396, -1.612515], [-8.872603, -0.840464, -1.367764], [-4.886006, -1.807821, -2.291750], [-4.217425, -0.810434, -4.966145], [-5.937467, -0.815867, -5.301362], [-5.118743, -2.323113, -4.829363], [-5.262976, 0.215146, -3.036195], [-7.379527, -2.006778, -3.141257], [-7.616102, -0.331822, -3.647856], [-9.473535, -0.157726, -1.968464], [-9.142165, -0.669534, -0.325552], [-9.144285, -1.858870, -1.645476], [-3.954031, -1.779366, -2.679966], [-5.264316, -2.729558, -2.457239], [0.731453, -7.910725, -4.248958], [-0.411084, -7.940835, -3.158386], [-0.468585, -9.321175, -2.575337], [-0.952666, -10.056560, -3.683746], [-1.433834, -11.334673, -3.428664], [0.090322, -7.042875, -2.083124], [1.716722, -8.204831, -3.887232], [0.832031, -6.885686, -4.605689], [0.443079, -8.564174, -5.072332], [-1.331800, -7.523819, -3.566419], [-1.152261, -9.311379, -1.726456], [0.446592, -9.763922, -2.182249], [-2.223150, -11.357879, -2.677308], [-0.670022, -11.999748, -3.025720], [-1.815584, -11.731701, -4.369269], [0.970537, -7.425145, -1.768185], [0.251524, -6.106305, -2.425090], [8.292896, -4.172930, -1.599396], [7.304683, -3.059092, -1.644300], [7.139610, -2.610799, -0.306905], [8.578872, -4.531102, -2.588356], [7.916596, -5.015635, -1.019432], [9.185671, -3.824384, -1.080206], [6.374336, -3.482971, -2.022321], [7.575780, -2.246054, -2.317779], [6.509847, -1.890712, -0.387373], [2.672156, 1.514701, -7.012739], [4.015272, 2.148460, -6.628636], [3.943465, 3.554935, -6.943262], [2.414821, 1.837388, -8.021577], [1.864794, 1.698665, -6.303921], [2.763710, 0.429083, -6.978974], [4.897776, 1.845523, -7.192136], [4.296429, 1.986460, -5.588059], [4.720529, 3.961272, -6.552551]], "atomic_forces_ev_per_a": [[-4.50, 0.52, 1.81], [8.33, 3.27, -4.70], [-1.38, -1.36, -1.71], [-0.38, 0.77, 2.08], [-0.76, -0.14, 0.64], [-3.86, -1.75, 2.96], [1.63, 0.12, 1.09], [0.46, -2.31, -1.87], [0.36, 0.99, -0.29], [-1.52, -0.08, -0.34], [0.23, -0.68, -0.74], [-1.69, -0.18, 0.94], [3.22, 0.83, 0.07], [0.20, 0.57, -1.26], [-1.65, 1.17, 1.76], [0.25, -0.89, 0.03], [0.56, 0.45, -0.09], [-1.20, -0.36, -0.37], [1.47, -0.33, -0.22], [0.13, -0.11, -0.21], [0.14, 0.21, -0.17], [-0.02, -0.14, 0.42], [-0.66, 0.43, 0.79], [0.41, 0.02, -0.16], [-0.37, -0.11, 0.28], [0.26, -0.18, -0.27], [0.13, 0.19, 0.10], [0.37, -0.10, 0.47], [0.06, -0.23, -0.64], [-0.09, -0.60, -0.46], [1.15, 0.41, 1.45], [0.21, -0.32, -1.65], [-1.17, 0.56, 0.14], [-0.68, -0.35, 0.45], [0.01, -1.22, 0.11], [0.40, 0.66, 0.31], [-0.27, 0.13, -0.53], [-0.29, 0.34, -0.04], [0.15, -0.67, 0.23], [-0.25, 0.63, -0.02], [0.24, -0.54, -0.22], [0.30, 0.11, 0.14], [0.15, 0.01, 0.05], [0.75, 0.10, 0.02], [-0.58, 0.02, -0.53], [-0.05, -0.24, 0.61], [-0.09, 0.37, -0.51], [0.41, 0.80, 0.18], [0.31, 1.05, 0.00], [-1.56, -0.72, -0.32], [0.39, 1.42, 0.36], [0.76, -1.30, -0.81], [-0.20, -0.04, -0.43], [0.00, -0.34, -0.20], [-0.17, 0.36, 0.30], [0.06, 0.21, 0.21], [0.14, -0.97, -0.33], [0.25, -0.35, 0.37], [0.06, 0.16, -0.44], [0.21, 0.28, 0.20], [-0.55, 0.45, 0.35], [-0.07, -0.22, 0.06], [0.16, -0.42, 0.41], [-0.20, -0.38, 0.08], [-0.89, 1.22, 0.48], [-2.36, -1.97, -0.63], [1.34, 0.27, -0.36], [-0.38, 0.44, 0.61], [0.68, -0.17, -0.63], [0.73, 1.54, 0.17], [0.07, -0.02, 0.12], [0.02, -0.06, -0.43], [-0.17, -0.02, 0.27], [0.37, -0.23, 0.50], [-0.05, -0.42, -0.29], [-0.23, 0.22, -0.13], [0.01, 0.20, -0.21], [0.57, 0.03, 0.02], [-0.26, -0.26, 0.04], [0.66, -0.70, 0.70], [-0.10, -0.06, -0.20], [-1.48, -0.04, -0.40], [4.20, 1.63, 0.46], [-1.67, -0.10, -0.60], [-0.18, -0.42, -0.03], [-0.05, -0.39, 0.25], [-1.06, -0.42, 0.30], [-0.19, -0.20, 0.40], [-0.06, 0.00, -0.17], [0.23, 0.06, -0.23], [-0.13, -0.57, 0.18], [-0.49, -0.21, 0.04], [0.58, 0.36, -0.26], [-0.38, 0.26, 0.04], [0.41, -0.18, -0.14], [0.03, -0.06, 0.09], [0.19, 0.24, 0.09], [0.05, 0.07, 0.00], [0.93, -0.27, 0.10], [-0.58, -0.57, 0.06], [-0.10, 0.34, -0.43], [-0.05, 0.03, -0.05], [-0.17, 0.03, -0.04], [0.20, -0.02, -0.08], [-0.36, 0.19, -0.06], [0.31, 0.09, 0.02], [-0.24, 0.20, 0.50], [0.92, -0.41, 0.23], [-0.03, 0.73, -0.28], [-0.31, 0.07, 0.42], [-0.17, -0.06, 0.09], [0.17, 0.59, -0.05], [0.16, -0.11, -0.29], [-0.30, -1.03, -0.38], [-0.43, 0.05, 0.26], [-0.03, 0.17, 0.01]], "de_lowest_kj_mol": 418.9, "spin_multiplicity": 1, "total_charge": -2}

---

Number 1: E_LUMO -4.51 eV, HOMO -11.444 eV. Number 2: E_LUMO 3.11 eV, HOMO -2.507 eV.